Below is a molecular structure, C25H64CrN5O11 in a non-equilibrium geometry, with properties calculated with wB97M-V/def2-TZVPD.

Calculated values
Expectation value of S² = 6.01
2S+1 = 5
Total charge = +1
Frontier orbital gap (alpha / beta) = 7.60 / 7.38 eV

Each line ends with the Mulliken spin population.
Positions of all 106 atoms, in Å:
Cr 19.944 10.458 18.542  3.914
N 20.464 13.234 16.924  0.015
O 20.022 14.356 16.890  -0.005
O 20.180 12.502 17.937  -0.008
O 21.209 12.801 16.013  0.009
C 23.785 11.754 13.157  0.000
C 24.593 11.749 14.449  0.000
C 25.377 13.040 14.619  0.000
O 23.712 11.579 15.597  0.001
H 23.337 10.779 12.946  0.000
H 24.472 11.919 12.324  0.000
H 23.012 12.523 13.183  0.000
H 25.281 10.904 14.463  0.000
H 25.906 13.315 13.705  0.000
H 26.134 12.938 15.398  0.000
H 24.709 13.865 14.874  0.000
H 22.998 12.222 15.477  0.000
C 16.327 12.050 20.457  0.002
C 17.750 11.593 20.177  0.027
C 18.176 10.549 21.164  -0.007
O 19.508 10.166 20.886  -0.003
C 20.040 9.289 21.882  0.016
N 17.854 10.993 18.777  -0.004
H 15.587 11.244 20.508  0.000
H 15.970 12.741 19.688  0.000
H 16.237 12.601 21.396  0.000
H 18.384 12.481 20.210  -0.004
H 17.479 9.695 21.145  -0.011
H 18.082 10.967 22.175  0.001
H 19.609 8.293 21.752  0.001
H 19.789 9.676 22.870  0.002
H 21.119 9.248 21.772  -0.003
H 17.494 11.760 18.202  0.008
H 17.053 10.356 18.756  0.012
C 19.506 13.413 13.220  0.000
O 19.248 13.277 11.859  0.000
C 19.018 14.509 11.237  0.000
C 18.598 14.288 9.807  0.000
N 17.431 13.422 9.737  0.000
C 17.153 13.007 8.370  0.000
C 16.011 12.019 8.314  0.000
O 16.467 10.763 8.735  0.000
C 15.412 9.887 8.998  0.000
H 19.601 12.423 13.664  0.000
H 18.692 13.936 13.748  0.000
H 20.432 13.969 13.424  0.000
H 19.907 15.158 11.287  0.000
H 18.225 15.078 11.754  0.000
H 19.441 13.900 9.205  0.000
H 18.377 15.268 9.372  0.000
H 17.674 12.575 10.246  0.000
H 18.033 12.516 7.916  0.000
H 16.942 13.881 7.750  0.000
H 15.618 12.004 7.283  0.000
H 15.180 12.393 8.930  0.000
H 14.764 10.272 9.796  0.000
H 15.802 8.918 9.304  0.000
H 14.801 9.720 8.099  0.000
C 18.236 10.526 15.678  0.004
O 19.252 9.891 16.438  -0.014
C 20.270 9.322 15.633  0.029
C 21.365 8.801 16.544  -0.007
N 21.702 9.878 17.501  -0.059
C 22.759 9.503 18.455  0.002
C 23.062 10.690 19.330  0.006
O 21.853 11.122 19.898  0.007
C 21.988 12.244 20.758  0.014
H 18.436 11.597 15.585  0.003
H 17.284 10.428 16.201  -0.002
H 18.147 10.063 14.698  0.003
H 20.672 10.037 14.908  -0.002
H 19.864 8.482 15.057  0.004
H 22.231 8.552 15.922  0.008
H 21.057 7.883 17.051  -0.006
H 22.037 10.606 16.865  0.026
H 23.674 9.171 17.958  0.009
H 22.368 8.665 19.041  0.014
H 23.515 11.497 18.744  -0.005
H 23.786 10.360 20.088  0.002
H 21.002 12.681 20.877  -0.005
H 22.681 12.971 20.330  0.001
H 22.372 11.918 21.729  0.004
C 23.447 15.758 17.434  0.000
O 23.286 16.897 18.241  0.000
C 22.926 18.073 17.517  0.000
C 21.415 18.258 17.366  0.000
N 20.880 17.625 16.172  0.000
C 19.427 17.767 16.127  0.000
C 18.832 17.092 14.925  -0.001
O 17.433 17.208 15.043  0.000
C 16.754 16.614 13.969  0.000
H 22.508 15.422 16.979  0.000
H 23.827 14.958 18.072  0.000
H 24.188 15.923 16.640  0.000
H 23.467 18.120 16.568  0.000
H 23.295 18.897 18.136  0.000
H 21.213 19.332 17.340  0.000
H 20.966 17.880 18.300  0.000
H 21.027 16.624 16.274  0.000
H 19.096 18.804 16.164  0.000
H 19.010 17.251 17.007  0.000
H 19.179 16.048 14.909  0.001
H 19.141 17.565 13.983  0.000
H 16.867 15.516 13.968  0.000
H 17.097 16.968 12.987  0.000
H 15.692 16.833 14.065  0.000

=====

Below is C4H8O2 in the gas phase in a non-equilibrium geometry, with properties calculated with wB97M-V/def2-TZVPD.

Calculated values
Structure (SMILES) = CCOC(C)=O
Relative energy (zero: lowest compared OMol25 entry of this formula, charge and spin) = 58.97 kcal/mol
Frontier orbital gap = 11.14 eV

Each line ends with the Mulliken charge.
Positions of all 14 atoms, in Å:
C -2.124 0.292 0.519  -0.817
C -1.372 -0.492 -0.533  -0.233
O -0.050 -0.826 0.019  -0.342
C 0.908 0.157 -0.056  0.609
C 2.269 -0.381 0.239  -0.733
O 0.605 1.331 -0.278  -0.557
H -3.304 -0.038 0.371  0.280
H -1.732 -0.095 1.568  0.215
H -1.954 1.443 0.413  0.230
H -1.925 -1.434 -0.716  0.338
H -1.387 0.048 -1.512  0.264
H 2.221 -1.568 -0.063  0.251
H 2.415 -0.103 1.500  0.224
H 3.145 0.256 -0.500  0.272

=====

Below is C3H5FN2S2 in the gas phase in a non-equilibrium geometry, with properties calculated with wB97M-V/def2-TZVPD.

Calculated values
Structure (SMILES) = N/C=C(/F)C(=S)NS
Relative energy (zero: lowest compared OMol25 entry of this formula, charge and spin) = 66.99 kcal/mol
Frontier orbital gap = 7.69 eV

Each line ends with the Mulliken charge.
Positions of all 13 atoms, in Å:
N 1.348 -0.383 -0.501  -0.542
C 0.185 -1.064 -0.663  -0.290
C -0.919 -0.830 0.082  0.466
F -1.861 -1.746 0.187  -0.267
C -0.993 0.215 1.085  0.064
S -1.683 0.028 2.690  -0.260
N -0.517 1.385 0.516  -0.340
S -0.364 1.822 -1.149  -0.127
H 2.210 -0.748 -0.916  0.228
H 1.666 0.210 0.370  0.265
H 0.239 -1.908 -1.558  0.225
H -0.073 2.052 1.352  0.313
H 0.763 0.967 -1.494  0.264

=====

Below is a molecular structure, C7H8Br2N3ORuSSe3Te, with properties calculated with wB97M-V/def2-TZVPD.

Calculated values
Expectation value of S² = 6.05
2S+1 = 5
Total charge = +1
Frontier orbital gap (alpha / beta) = 6.91 / 4.98 eV

Each line ends with the Mulliken spin population.
Positions of all 27 atoms, in Å:
Ru 1.074 0.797 -0.698  2.241
Br 1.198 0.679 2.112  0.030
C 3.137 0.756 2.145  -0.001
Br 3.852 0.746 0.364  0.061
H 3.484 -0.121 2.673  -0.001
H 3.415 1.681 2.630  0.000
Se 1.634 0.520 -3.014  0.311
Se 2.023 2.507 -4.164  0.186
Te 0.908 4.203 -2.792  0.533
Se 1.131 3.292 -0.546  0.238
N 1.070 -1.133 -0.682  0.099
C 1.083 -2.304 -0.630  -0.087
C 1.069 -3.655 -0.507  0.215
C 1.071 -4.209 0.810  -0.037
N 1.070 -4.656 1.870  0.085
C 1.043 -4.475 -1.677  -0.038
N 1.011 -5.129 -2.623  0.087
C -3.263 -0.272 0.533  0.001
S -2.001 0.936 0.809  0.017
C -2.963 2.410 0.620  -0.001
O -1.127 0.862 -0.441  0.059
H -4.007 -0.182 1.324  0.002
H -2.792 -1.251 0.575  0.000
H -3.700 -0.095 -0.450  0.001
H -3.704 2.449 1.419  0.001
H -3.437 2.389 -0.362  0.000
H -2.280 3.254 0.704  0.001

=====

Below is 2 unconnected molecules or ions with the total composition C7H13N3S in a non-equilibrium geometry, with properties calculated with wB97M-V/def2-TZVPD.

Calculated values
Relative energy (zero: lowest compared OMol25 entry of this formula, charge and spin) = 72.68 kcal/mol
Frontier orbital gap = 9.75 eV

Each line ends with the Mulliken charge.
Positions of all 24 atoms, in Å:
C 0.905 -0.209 4.254  -0.366
C 0.612 -0.058 -2.315  -0.676
C -0.901 0.135 -2.327  -0.728
C 1.025 -0.849 -1.076  -0.632
C -1.313 0.988 -1.131  -0.738
C 0.348 -0.332 0.156  -0.096
C -0.691 0.485 0.136  -0.318
N 0.968 1.166 3.942  -0.838
N 0.557 1.705 2.962  1.215
N 0.226 2.401 2.148  -0.567
S -0.823 -0.850 4.453  -0.201
H 1.337 -0.838 3.469  0.247
H 1.434 -0.365 5.194  0.368
H 0.937 -0.579 -3.217  0.313
H 1.093 0.921 -2.295  0.308
H -1.216 0.616 -3.255  0.315
H -1.390 -0.840 -2.269  0.303
H 0.757 -1.904 -1.202  0.293
H 2.110 -0.809 -0.946  0.329
H -0.999 2.023 -1.291  0.247
H -2.401 0.997 -1.025  0.337
H 0.746 -0.696 1.095  0.126
H -1.115 -0.126 5.531  0.134
H -1.166 0.809 1.048  0.623

=====

Below is a molecular structure, C3H3O3Tb in a non-equilibrium geometry, with properties calculated with wB97M-V/def2-TZVPD.

Calculated values
Expectation value of S² = 15.76
Relative energy (zero: lowest compared OMol25 entry of this formula, charge and spin) = 0.00 kcal/mol
2S+1 = 8
Total charge = +3
Frontier orbital gap (alpha / beta) = 6.36 / 5.86 eV

Each line ends with the Mulliken spin population.
Positions of all 10 atoms, in Å:
O -1.848 0.803 0.163  -0.001
O -4.095 1.341 0.017  0.000
C -3.001 0.997 0.102  0.000
Tb 5.774 0.841 1.096  7.012
O 1.561 0.985 -0.215  -0.021
C 1.051 0.002 -0.476  0.010
H 1.125 -1.622 -0.223  0.001
C 0.045 -0.990 -0.203  -0.002
H -0.133 -1.116 0.875  0.000
H -0.478 -1.240 -1.137  0.000

=====

What are the calculated total energy values for these records? In order: -3136.42562; -307.61845; -1122.95014; -13624.14337; -836.88385; -1164.97441 a.u..